Entry from OMol25: a molecular structure, C71H69F3MoN10O2S in a non-equilibrium geometry (wB97M-V/def2-TZVPD).

Atoms and positions in Å:
Mo: 1.2886 0.3544 -0.8854
O: 1.9039 -0.8048 -1.9972
C: 2.6079 -1.5893 -2.8682
C: 2.3591 -3.0813 -2.5056
C: 2.7022 -3.3409 -1.0675
C: 3.6931 -4.2289 -0.6727
C: 3.8317 -4.5059 0.6793
C: 3.0326 -3.8495 1.5955
C: 2.1355 -2.8910 1.1251
C: 1.3889 -1.9543 2.0086
C: 2.2667 -0.6395 2.0711
O: 2.3058 -0.0182 0.8524
C: 1.7110 0.3573 3.0897
C: 2.5686 1.1641 3.8301
C: 2.0681 2.1292 4.6873
C: 0.7018 2.3103 4.8183
C: -0.1565 1.5464 4.0463
C: 0.3444 0.5870 3.1827
C: 3.6424 -1.1449 2.5045
C: 3.8165 -1.7152 3.7623
C: 5.0120 -2.3286 4.0881
C: 6.0406 -2.3920 3.1614
C: 5.8797 -1.8051 1.9193
C: 4.6852 -1.1897 1.5940
N: 1.9687 -2.6852 -0.1754
C: 2.1580 -1.2099 -4.2788
C: 1.7307 -2.1114 -5.2381
C: 1.4026 -1.6612 -6.5076
C: 1.5086 -0.3188 -6.8244
C: 1.9250 0.5883 -5.8626
C: 2.2432 0.1429 -4.5948
C: 4.1070 -1.2620 -2.8573
C: 4.9493 -1.8383 -3.8032
C: 6.2810 -1.4723 -3.8735
C: 6.7935 -0.5321 -2.9954
C: 5.9625 0.0379 -2.0480
C: 4.6242 -0.3163 -1.9854
H: 1.2874 -3.2588 -2.6426
H: 2.9367 -3.7384 -3.1549
H: 4.3205 -4.7134 -1.4029
H: 4.5624 -5.2266 1.0150
H: 3.1126 -4.0500 2.6517
H: 0.4340 -1.6867 1.5508
H: 1.2449 -2.3576 3.0108
H: 3.6371 1.0393 3.7367
H: 2.7498 2.7478 5.2509
H: 0.3099 3.0586 5.4930
H: -1.2253 1.7085 4.0915
H: -0.3419 0.0220 2.5704
H: 3.0098 -1.6850 4.4837
H: 5.1315 -2.7891 5.0588
H: 6.9609 -2.9013 3.4091
H: 6.6733 -1.8503 1.1877
H: 4.5367 -0.7558 0.6175
H: 1.6586 -3.1640 -5.0123
H: 1.0717 -2.3711 -7.2519
H: 1.2649 0.0256 -7.8182
H: 2.0159 1.6383 -6.1002
H: 2.5777 0.8430 -3.8319
H: 4.5558 -2.5536 -4.5101
H: 6.9197 -1.9163 -4.6222
H: 7.8308 -0.2379 -3.0609
H: 6.3542 0.7665 -1.3549
H: 3.9608 0.1607 -1.2639
N: -0.7787 -3.1566 -0.3181
C: -1.5915 -2.6064 -1.2226
N: -2.7775 -3.2015 -1.3817
C: -3.5132 -2.7106 -2.3734
N: -4.7085 -3.3150 -2.6140
N: -3.1510 -1.7233 -3.1752
C: -1.9733 -1.1374 -2.8865
N: -1.1479 -1.5422 -1.9041
C: -1.6237 -0.0390 -3.7310
C: -2.2885 0.1278 -4.9540
C: -1.9792 1.1424 -5.8180
C: -0.9479 2.0390 -5.4409
C: -0.3490 1.8865 -4.2359
N: -0.6661 0.8911 -3.3560
H: -1.1312 -3.9149 0.2344
H: 0.1556 -2.7797 -0.2168
H: -5.0490 -3.8984 -1.8696
H: -5.3763 -2.7808 -3.1414
H: -3.0626 -0.5909 -5.1730
H: -2.5003 1.2712 -6.7536
H: -0.6602 2.8527 -6.0865
H: 0.3961 2.5867 -3.8851
C: -6.1646 -2.6587 0.9718
C: -7.1310 -1.9713 1.9332
C: -6.5063 -1.5869 3.2787
C: -5.7755 -0.2358 3.2632
N: -4.6013 -0.2075 2.4236
C: -3.4079 -0.8013 2.6621
S: -2.3443 -0.9452 1.3894
N: -3.1402 -1.2407 3.9046
C: -1.8648 -1.7625 4.3314
C: -1.9793 -3.0827 5.0966
C: -2.0398 -4.3177 4.1947
C: -3.2326 -4.3167 3.2457
H: -6.6712 -2.8625 0.0305
H: -5.8213 -3.6043 1.3865
H: -5.2886 -2.0537 0.7574
H: -7.9631 -2.6542 2.1245
H: -7.5472 -1.0770 1.4624
H: -5.8133 -2.3689 3.5930
H: -7.2946 -1.5211 4.0319
H: -5.4959 0.0369 4.2882
H: -6.4495 0.5412 2.8944
H: -4.7439 0.0398 1.4546
H: -3.8186 -1.0711 4.6308
H: -1.3636 -1.0211 4.9657
H: -1.2671 -1.9063 3.4314
H: -2.8550 -3.0580 5.7508
H: -1.1007 -3.1731 5.7381
H: -2.0887 -5.2045 4.8337
H: -1.1190 -4.3784 3.6082
H: -4.1602 -4.2017 3.8061
H: -3.2780 -5.2556 2.6964
H: -3.1472 -3.5118 2.5202
F: 2.6489 6.5391 2.0752
C: 2.3258 5.3337 2.6005
F: 3.3827 5.0179 3.3942
F: 1.3034 5.5552 3.4403
C: 2.0406 4.2938 1.5842
C: 2.9702 3.9913 0.5703
C: 2.7139 2.9556 -0.2800
N: 1.6216 2.1391 -0.1944
C: 0.7013 2.4775 0.7719
C: 0.8714 3.5137 1.6402
H: 3.8720 4.5735 0.4624
H: 3.3994 2.6997 -1.0797
H: -0.1871 1.8409 0.8323
H: 0.1069 3.7268 2.3696
C: -0.3128 1.2096 -1.9814
C: -1.0323 2.1962 -1.5013
C: -1.5673 3.3875 -1.2816
C: -2.4888 3.6977 -0.1955
C: -2.7796 5.0229 0.1346
C: -3.5136 5.3235 1.2658
C: -3.9734 4.3114 2.0916
C: -3.7029 2.9909 1.7670
C: -2.9755 2.6837 0.6346
C: -1.1028 4.4632 -2.1982
C: -2.0276 5.0758 -3.0403
C: -1.6103 5.9892 -3.9901
C: -0.2683 6.3135 -4.1019
C: 0.6570 5.7093 -3.2666
C: 0.2441 4.7796 -2.3293
H: -2.4049 5.8241 -0.4862
H: -3.7186 6.3551 1.5139
H: -4.5320 4.5494 2.9859
H: -4.0501 2.1991 2.4161
H: -2.7559 1.6541 0.3843
H: -3.0751 4.8226 -2.9583
H: -2.3378 6.4459 -4.6461
H: 0.0544 7.0336 -4.8391
H: 1.7052 5.9601 -3.3455
H: 0.9668 4.2925 -1.6888

Forces on atoms 1 to 6 (eV/Å):
Mo -1.9 2.4 3.4
O 1.2 -3.0 -2.8
C 1.0 -0.5 -1.1
C -0.1 0.6 0.1
C 0.2 -0.3 0.0
C -0.1 0.1 0.0

LUMO (spin up / spin down): -0.041 / -0.040 hartree
E: -114585.5829 eV
Net charge: 0
Orbital gap (spin up / spin down): 0.136 / 0.139 Ha
Multiplicity: 1

Entry from OMol25: 3 unconnected molecules or ions with the total composition C29H57FN4O6 in a non-equilibrium geometry (wB97M-V/def2-TZVPD).

Atoms and positions in Å:
C: 2.6526 -1.0076 -0.6700
C: 2.8259 0.4412 -0.1488
C: 3.5271 1.3913 -1.1493
C: 2.6009 2.0059 -2.2143
C: 1.4118 2.8364 -1.6091
C: 0.1547 2.4856 -2.4510
C: -1.1320 3.2005 -1.9533
C: -1.8788 2.2496 -0.9974
N: -1.9229 2.6636 0.2407
N: -2.5172 1.8543 1.0934
C: -2.6015 2.2746 2.5648
O: -3.6998 2.0249 3.0844
O: -1.6420 2.8145 3.0800
C: -3.0202 0.7192 0.6945
C: -3.0509 0.2231 -0.6076
C: -3.6644 -1.1075 -0.9746
C: -2.7541 -2.2407 -0.4020
F: -3.2293 -2.6989 0.8137
C: -2.4240 1.0522 -1.5638
C: -2.3707 0.6555 -3.0170
C: -1.4004 -0.5543 -3.2814
C: -1.9975 -1.4661 -4.3774
H: 2.1840 -1.0644 -1.6627
H: 3.5888 -1.5770 -0.6015
H: 1.9583 -1.5137 0.0261
H: 1.8814 0.8367 0.2539
H: 3.4937 0.3641 0.7275
H: 4.2773 0.7805 -1.6884
H: 4.0882 2.1517 -0.5904
H: 2.1791 1.2178 -2.8604
H: 3.1781 2.7006 -2.8414
H: 1.6662 3.9020 -1.7159
H: 1.2434 2.6092 -0.5495
H: 0.0794 1.3901 -2.3965
H: 0.3595 2.7423 -3.5027
H: -1.8198 3.3760 -2.7928
H: -0.8453 4.1217 -1.4380
H: -3.4658 0.0993 1.4790
H: -4.6624 -1.1963 -0.5183
H: -3.7697 -1.2396 -2.0556
H: -2.5639 -3.0424 -1.1276
H: -1.7741 -1.7795 -0.1928
H: -3.3572 0.3915 -3.4293
H: -2.0164 1.4942 -3.6290
H: -0.4877 -0.1143 -3.7117
H: -1.1036 -1.0772 -2.3627
H: -2.1194 -0.8408 -5.2775
H: -1.3425 -2.3023 -4.6507
H: -3.0043 -1.7918 -4.0793
C: 7.1238 7.9253 1.7667
O: 7.9910 7.3682 0.7953
C: 8.9983 6.5192 1.3337
C: 8.7327 5.0632 0.9919
N: 7.5735 4.5481 1.7112
C: 7.0780 3.2626 1.2209
C: 6.6003 3.1731 -0.2291
O: 5.4039 3.8856 -0.5011
C: 5.5739 5.2741 -0.7324
H: 6.5434 8.7096 1.2827
H: 6.4261 7.1777 2.1574
H: 7.6858 8.3683 2.5934
H: 9.1139 6.6594 2.4124
H: 9.9394 6.8143 0.8614
H: 9.6124 4.4686 1.2551
H: 8.5939 5.0073 -0.0952
H: 6.8210 5.2201 1.6468
H: 6.2360 2.9893 1.8622
H: 7.8547 2.5079 1.3831
H: 6.3623 2.1225 -0.4204
H: 7.3810 3.4390 -0.9508
H: 6.5167 5.4977 -1.2365
H: 5.5004 5.8323 0.2034
H: 4.7542 5.6088 -1.3700
C: -5.8537 -7.6863 -0.5973
O: -4.8775 -7.0709 0.2224
C: -4.9916 -5.6539 0.3005
C: -5.4860 -5.2230 1.6731
N: -6.8824 -5.5946 1.8736
C: -7.3443 -5.4894 3.2582
C: -6.6478 -6.3375 4.3233
O: -6.8834 -7.7310 4.2141
C: -6.0713 -8.4063 3.2712
H: -5.5494 -8.7199 -0.7570
H: -6.8365 -7.6918 -0.1154
H: -5.9259 -7.1906 -1.5697
H: -5.6235 -5.2492 -0.4967
H: -3.9850 -5.2516 0.1568
H: -5.3845 -4.1386 1.7679
H: -4.8300 -5.6944 2.4151
H: -7.0159 -6.5497 1.5704
H: -8.4010 -5.7683 3.2552
H: -7.2975 -4.4377 3.5591
H: -7.0723 -6.0466 5.2878
H: -5.5737 -6.1308 4.3942
H: -5.0691 -7.9763 3.2044
H: -6.5477 -8.4149 2.2877
H: -5.9794 -9.4447 3.5926

Forces on atoms 1 to 6 (eV/Å):
C -0.8 0.2 0.9
C 0.8 -0.4 0.0
C -0.1 -0.6 -0.1
C -0.2 0.6 0.9
C 0.2 -0.5 -1.1
C 0.5 0.6 0.5

LUMO: -0.035 hartree
E: -51956.0059 eV
Net charge: 0
Orbital gap: 0.283 Ha
Multiplicity: 1

Entry from OMol25: 12 unconnected molecules or ions with the total composition C52H71F32N7O6 in a non-equilibrium geometry (wB97M-V/def2-TZVPD).

Atoms and positions in Å:
F: 3.4156 -1.9683 2.5969
C: 4.2572 -2.5082 1.6799
F: 3.5076 -3.0252 0.6819
C: 5.1783 -1.4299 1.1152
F: 4.4620 -0.4704 0.4669
F: 5.9763 -2.0263 0.1997
C: 6.0066 -0.7270 2.1685
O: 6.6394 -1.7005 2.9866
C: 7.9504 -1.4875 3.2348
F: 8.6758 -1.3321 2.1066
F: 8.1159 -0.3441 3.9534
C: 8.4678 -2.6766 4.0515
F: 8.1153 -3.8183 3.4225
F: 9.8078 -2.6238 4.1521
H: 4.8611 -3.2707 2.1775
H: 5.3577 -0.0949 2.7743
H: 6.7353 -0.0968 1.6633
H: 8.0237 -2.6699 5.0503
F: 3.7685 -6.7224 -4.2461
C: 3.6947 -6.7553 -2.9006
F: 4.4777 -7.7597 -2.4324
C: 4.1763 -5.4323 -2.3121
F: 5.4966 -5.2639 -2.5962
F: 4.0786 -5.5423 -0.9587
C: 3.4194 -4.2032 -2.7698
O: 2.0658 -4.4008 -2.3842
C: 1.2838 -3.2985 -2.4467
F: 1.7912 -2.3019 -1.6937
F: 1.1726 -2.8490 -3.7128
C: -0.0893 -3.7546 -1.9474
F: -0.0373 -4.1426 -0.6570
F: -1.0062 -2.7689 -2.0873
H: 2.6654 -6.9479 -2.5847
H: 3.5037 -4.1065 -3.8524
H: 3.8784 -3.3635 -2.2455
H: -0.4140 -4.5806 -2.5898
F: 4.2196 0.5946 -7.2690
C: 3.9560 1.5924 -8.1548
F: 2.6867 1.4428 -8.5883
C: 4.0953 2.9481 -7.4550
F: 3.8280 3.8893 -8.3907
F: 5.3991 3.1043 -7.0927
C: 3.2139 3.2192 -6.2491
O: 3.4765 2.2982 -5.2133
C: 2.3840 1.7253 -4.6571
F: 1.4933 2.6417 -4.2335
F: 1.7441 0.9536 -5.5810
C: 2.8694 0.9050 -3.4662
F: 1.8191 0.3910 -2.7823
F: 3.7064 -0.0822 -3.8256
H: 4.6517 1.5039 -8.9906
H: 2.1728 3.2664 -6.5721
H: 3.4666 4.2339 -5.9258
H: 3.3721 1.5700 -2.7570
F: -2.0573 2.7159 7.7005
C: -1.9179 3.5152 6.6180
F: -1.4516 4.7152 7.0428
C: -0.9142 2.8841 5.6430
F: -1.3456 1.6292 5.3652
F: 0.2926 2.7885 6.2551
C: -0.7749 3.6082 4.3097
O: -0.4016 4.9648 4.4754
C: 0.7969 5.3241 3.9825
F: 1.8017 4.6357 4.5905
F: 0.9071 5.0659 2.6602
C: 0.9909 6.8058 4.2922
F: 2.2121 7.1973 3.8162
F: 0.0505 7.5366 3.6949
H: -2.8807 3.6731 6.1267
H: -1.6930 3.5575 3.7262
H: -0.0593 3.0155 3.7303
H: 0.9792 6.9624 5.3725
O: -2.1044 6.1128 1.8907
C: -2.0973 5.5143 0.8564
C: -1.3936 4.1889 0.5634
C: -2.1209 3.7559 -0.7283
C: -2.4804 5.0939 -1.3602
O: -2.7431 5.9666 -0.2462
H: -0.3547 4.4447 0.3613
H: -1.5949 3.5459 1.4108
H: -1.4338 3.1742 -1.3440
H: -3.0008 3.1686 -0.4697
H: -1.6484 5.5072 -1.9327
H: -3.3896 5.0237 -1.9509
C: -2.6978 -1.5850 7.0305
C: -3.4039 -2.3032 5.8919
C: -3.5745 -1.4827 4.6197
C: -4.4359 -0.3174 4.8588
N: -5.1293 0.5661 5.0825
H: -2.8713 -2.1138 7.9677
H: -3.0380 -0.5571 7.1554
H: -1.6165 -1.5438 6.8795
H: -4.3893 -2.6386 6.2280
H: -2.8689 -3.2298 5.6630
H: -4.0729 -2.0472 3.8253
H: -2.6267 -1.1331 4.2072
C: 0.4101 -1.2084 1.1501
C: -0.0227 -0.2290 0.0804
C: -1.4642 0.2330 0.1252
C: -1.8364 0.7594 1.4319
N: -2.1017 1.2023 2.4588
H: 0.4598 -0.6653 2.0988
H: 1.3886 -1.6267 0.9286
H: -0.2863 -2.0406 1.2706
H: 0.1649 -0.6425 -0.9153
H: 0.6269 0.6532 0.0671
H: -2.1221 -0.6213 -0.0697
H: -1.6886 0.9888 -0.6236
C: -6.0450 -4.4278 -2.1965
C: -4.7273 -3.6650 -2.1186
C: -4.9399 -2.1540 -2.1701
C: -5.6849 -1.7623 -3.3804
N: -6.3050 -1.4536 -4.2919
H: -5.9696 -5.4189 -1.7407
H: -6.4053 -4.5549 -3.2145
H: -6.8088 -3.9270 -1.5919
H: -4.0932 -3.9307 -2.9677
H: -4.2301 -3.9338 -1.1890
H: -4.0126 -1.5850 -2.1678
H: -5.6113 -1.8422 -1.3674
C: -0.4244 -3.9634 3.4179
C: -1.3877 -5.1268 3.3432
C: -2.0496 -5.2752 1.9780
C: -2.7384 -4.0667 1.5176
N: -3.2572 -3.1238 1.1062
H: 0.0324 -3.8657 4.4027
H: -0.9872 -3.0317 3.2889
H: 0.3478 -3.9829 2.6486
H: -2.1669 -4.9721 4.0938
H: -0.8842 -6.0673 3.5690
H: -2.7339 -6.1217 1.9510
H: -1.2946 -5.4473 1.2013
C: -2.7303 1.5039 -3.9243
C: -1.4893 0.7149 -3.5427
C: -1.0565 -0.3661 -4.5348
C: -2.1572 -1.2591 -4.8849
N: -3.0440 -1.9580 -5.0905
H: -2.8967 2.2998 -3.2016
H: -3.6185 0.8664 -3.9210
H: -2.6602 1.8868 -4.9448
H: -1.6271 0.2386 -2.5674
H: -0.6528 1.3989 -3.3735
H: -0.3001 -0.9943 -4.0580
H: -0.5846 0.0687 -5.4148
C: 4.6174 4.6220 -2.5516
C: 3.3634 5.4472 -2.7463
C: 2.3846 5.3930 -1.5758
C: 1.8090 4.0671 -1.3672
N: 1.3274 3.0361 -1.2186
H: 4.4192 3.5527 -2.4443
H: 5.0879 4.8710 -1.5901
H: 5.3612 4.8035 -3.3220
H: 2.8615 5.1161 -3.6633
H: 3.6480 6.4794 -2.9559
H: 1.5702 6.1009 -1.7413
H: 2.8937 5.7095 -0.6614
C: -7.3232 -1.2786 0.9210
C: -6.7988 -0.0749 1.7025
C: -5.2841 0.0858 1.6330
C: -4.8204 0.5004 0.3103
N: -4.5036 0.8362 -0.7387
H: -7.0990 -1.2097 -0.1447
H: -8.3866 -1.4285 1.0858
H: -6.7952 -2.1741 1.2707
H: -7.0950 -0.2044 2.7472
H: -7.3111 0.8422 1.4002
H: -4.8079 -0.8596 1.9048
H: -4.9356 0.8230 2.3564

Forces on atoms 1 to 6 (eV/Å):
F 0.0 0.1 0.0
C 0.0 0.0 0.1
F 0.1 -0.1 0.1
C -0.1 0.4 0.0
F -0.1 -0.2 0.1
F 0.1 -0.1 -0.1

LUMO: 0.004 hartree
E: -164752.4613 eV
Net charge: 0
Orbital gap: 0.370 Ha
Multiplicity: 1
Structure (SMILES): FC(F)C(F)(F)COC(F)(F)C(F)F.FC(F)C(F)(F)COC(F)(F)C(F)F.FC(F)C(F)(F)COC(F)(F)C(F)F.FC(F)C(F)(F)COC(F)(F)C(F)F.O=C1CCCO1.CCCC#N.CCCC#N.CCCC#N.CCCC#N.CCCC#N.CCCC#N.CCCC#N

Entry from OMol25: a molecular structure, C31H28BrNPtSTe in a non-equilibrium geometry (wB97M-V/def2-TZVPD).

Atoms and positions in Å:
Pt: -17.5381 5.8242 10.4701
C: -22.3300 2.9421 5.3227
C: -21.7963 2.4924 6.6943
C: -22.7044 1.3932 7.2666
C: -20.3670 1.9837 6.5423
C: -21.8407 3.6847 7.6524
C: -23.0916 4.2827 7.9015
C: -23.2251 5.3745 8.7468
C: -22.1101 5.8687 9.3707
S: -22.1115 7.2278 10.4565
C: -20.3604 7.0289 10.5327
N: -19.8263 6.0036 9.8511
C: -20.8296 5.2916 9.1557
C: -20.7091 4.2056 8.2881
C: -19.5066 7.8803 11.3332
C: -20.0555 8.9362 12.0620
C: -19.2466 9.7234 12.8599
C: -17.8935 9.4480 12.8970
C: -17.3496 8.3946 12.1802
C: -18.1482 7.5473 11.4166
H: -22.1988 2.1429 4.5601
H: -21.8036 3.8602 4.9963
H: -23.4112 3.2012 5.4185
H: -22.6732 0.4530 6.6788
H: -23.7546 1.7099 7.3586
H: -22.3722 1.1226 8.2974
H: -20.3124 1.0391 5.9308
H: -19.9419 1.7582 7.5401
H: -19.7063 2.7399 6.0482
H: -23.9861 3.8578 7.4303
H: -24.2015 5.8401 8.9319
H: -19.7273 3.7755 8.0668
H: -21.1441 9.1160 12.0439
H: -19.6701 10.5380 13.4517
H: -17.2175 10.0901 13.4813
H: -16.2749 8.1710 12.2332
C: -13.7572 4.3355 9.8275
Te: -15.1794 6.0112 9.3999
C: -14.0686 6.7877 11.2213
C: -12.7314 6.1705 11.1941
C: -11.6196 6.7993 11.7469
C: -10.3606 6.2103 11.6637
C: -10.1978 5.0142 10.9752
C: -11.2934 4.3915 10.4116
C: -12.5735 4.9396 10.4911
H: -13.4786 3.8495 8.8750
H: -14.2713 3.5882 10.4570
H: -14.6704 6.5253 12.1269
H: -14.0361 7.8754 11.1136
H: -11.7547 7.7773 12.2378
H: -9.5074 6.7022 12.1051
H: -9.1889 4.5857 10.8506
H: -11.1531 3.4284 9.8957
Br: -19.2447 1.2443 15.1279
C: -18.7723 2.4819 13.7659
C: -18.3861 2.0916 12.4803
C: -18.0423 3.0484 11.5424
C: -18.0698 4.4150 11.8523
C: -18.4083 4.7931 13.1610
C: -18.8025 3.8494 14.0909
H: -18.3377 1.0215 12.2425
H: -17.7381 2.7697 10.5296
H: -18.3319 5.8401 13.4634
H: -19.1278 4.1410 15.0977

Forces on atoms 1 to 6 (eV/Å):
Pt -0.6 0.3 -0.6
C -0.4 0.3 -0.2
C 0.0 0.1 -0.1
C 0.1 -0.8 0.7
C 0.8 -0.6 -0.3
C -0.2 0.4 0.3

LUMO (spin up / spin down): -0.006 / -0.033 hartree
E: -125507.1786 eV
Net charge: 0
Orbital gap (spin up / spin down): 0.239 / 0.254 Ha
Multiplicity: 3

Entry from OMol25: 2 unconnected molecules or ions with the total composition C2ClIN2O in a non-equilibrium geometry (wB97M-V/def2-TZVPD).

Atoms and positions in Å:
O: 0.2917 -1.7178 -1.4690
N: -0.5906 -1.1591 -0.9127
C: -1.2978 -0.3431 -0.4876
I: -2.9277 -0.1204 0.5973
N: -0.6052 1.5358 1.3126
C: 0.0321 1.7212 0.3547
Cl: 0.8223 2.2081 -1.0045

Forces on atoms 1 to 6 (eV/Å):
O 0.8 -1.2 -0.4
N 0.8 0.7 -0.7
C -1.2 -0.4 0.3
I -1.3 -0.1 0.3
N 1.8 0.7 -1.1
C -0.7 0.7 1.3

LUMO: -0.015 hartree
E: -27719.8916 eV
Net charge: 0
Orbital gap: 0.330 Ha
Multiplicity: 1
Structure (SMILES): [O-][N+]#CI.N#CCl